# 1
Density functional theory data (the ωB97M-V functional and the def2-TZVPD basis) for C22H22BrCl4IrN4O4S as an isolated structure.

The calculation puts the highest occupied orbital energy (alpha / beta) at -9.61 / -9.59 eV. As for the spin multiplicity: 2. The lowest unoccupied orbital energy (alpha / beta) comes out at -4.7 / -4.8 eV. Its energy above the lowest of the compared OMol25 structures with the same formula, charge and spin is 91.2 kcal per mole. Its HOMO-LUMO gap (alpha / beta) is 4.9 / 4.8 eV. For the total energy, the calculation gives -171121.29347 eV. As for the net charge: +1.

Last column: Mulliken spin population.
Geometry (Å):
Ir1 0.24878 0.17123 0.76068  0.649
N1 -1.39796 -1.15588 1.86306  0.230
C1 -1.10347 -1.20341 3.28948  -0.024
C2 0.29737 -1.73576 3.41736  0.007
N2 1.25000 -0.88304 2.68537  0.041
C3 1.97536 0.09416 3.50803  -0.011
C4 1.50440 1.49305 3.23799  0.014
N3 1.54350 1.70599 1.79190  -0.003
H1 -2.28885 -0.70662 1.68614  -0.012
H2 -1.42841 -2.09013 1.47219  -0.011
H3 -1.79743 -1.84494 3.83405  0.012
H4 -1.18037 -0.18972 3.68641  0.000
H5 0.34023 -2.73687 2.98563  0.002
H6 0.56392 -1.81481 4.47148  0.000
H7 1.92992 -1.49095 2.23261  0.000
H8 3.03694 0.02239 3.26485  0.000
H9 1.86113 -0.12052 4.56925  0.000
H10 2.14481 2.18763 3.78093  -0.001
H11 0.47643 1.63887 3.57348  -0.001
H12 2.47155 1.52353 1.41126  0.001
H13 1.26289 2.65107 1.55276  0.002
Cl1 -3.93227 5.75904 1.60268  0.001
C5 -2.86508 4.59945 0.94719  0.006
C6 -2.35244 4.77798 -0.38024  -0.006
Cl2 -2.79524 6.16714 -1.27323  -0.001
C7 -1.50481 3.85091 -0.92119  -0.002
Cl3 -0.88340 4.03467 -2.51358  0.001
C8 -1.09211 2.71446 -0.16602  -0.011
O1 -0.27448 1.82518 -0.60314  -0.031
C9 -1.61855 2.53344 1.13814  0.010
O2 -1.27417 1.47443 1.76121  0.067
C10 -2.50114 3.50428 1.67991  0.007
Cl4 -3.06898 3.25267 3.28137  0.000
Br1 2.61976 -3.74618 1.51770  0.000
C11 2.12616 -3.59603 -0.31489  0.000
C12 1.52581 -4.69255 -0.91981  0.000
C13 1.16068 -4.61188 -2.25564  0.001
C14 1.40454 -3.45187 -2.97753  -0.001
C15 2.00247 -2.36308 -2.36054  0.000
C16 2.35958 -2.41966 -1.01425  0.001
C17 2.94719 -1.18766 -0.34398  0.013
O3 4.13342 -1.12044 -0.12773  0.000
O4 2.07151 -0.22826 -0.06319  -0.006
H14 1.35461 -5.59914 -0.35138  0.000
H15 0.68484 -5.46166 -2.73276  0.000
H16 1.13202 -3.39555 -4.02691  0.000
H17 2.21067 -1.45797 -2.92087  0.000
S1 -0.98830 -1.17623 -1.06036  0.053
C18 -1.10002 -0.28869 -2.52362  -0.010
N4 -2.26482 -0.36290 -3.20379  0.005
C19 -2.47875 0.20940 -4.41438  0.000
C20 -1.48511 0.91176 -5.01326  0.001
C21 -0.25128 1.01493 -4.35335  -0.001
C22 -0.05947 0.42386 -3.12979  0.004
H18 -3.00640 -0.89016 -2.76493  0.000
H19 -3.45193 0.06483 -4.85780  0.000
H20 -1.63933 1.36830 -5.98102  0.000
H21 0.56029 1.55436 -4.82658  0.000
H22 0.88374 0.49358 -2.60736  0.003

Force components x, y, z for each atom (eV/Å):
Ir -0.91 4.12 -0.32
N -0.10 0.04 -0.11
C 0.08 0.21 0.12
C -0.07 -0.14 0.17
N -0.57 -0.30 -1.20
C 0.28 0.21 0.03
C -0.18 0.16 0.30
N -0.70 -0.84 -0.32
H 0.04 0.25 -0.16
H -0.02 -0.13 -0.11
H -0.07 0.00 0.01
H -0.08 -0.02 -0.06
H 0.08 0.00 0.00
H 0.17 -0.02 0.00
H -0.03 -0.03 0.07
H 0.02 -0.07 0.00
H 0.01 -0.16 0.02
H 0.02 0.18 -0.07
H -0.01 0.05 -0.09
H -0.03 0.02 -0.16
H -0.20 0.00 -0.23
Cl -0.18 0.24 0.12
C 0.35 0.63 -1.60
C -0.88 0.24 1.52
Cl -0.09 0.22 -0.14
C 0.71 -1.46 0.35
Cl 0.15 -0.07 -0.23
C -2.20 2.10 1.56
O 2.83 -3.53 -0.54
C -0.50 2.55 -1.95
O 1.49 -3.73 1.38
C 0.76 -1.15 -0.09
Cl -0.06 -0.10 0.18
Br 0.09 -0.10 -0.07
C -0.11 0.03 -0.25
C 0.03 0.02 0.05
C -0.07 -0.05 0.00
C 0.09 0.11 -0.09
C 0.04 -0.13 0.10
C -0.14 0.29 0.16
C -0.26 -0.98 -0.17
O -0.62 0.51 0.08
O 0.13 0.37 0.12
H 0.01 0.07 -0.05
H 0.07 0.06 0.05
H 0.05 -0.02 0.11
H -0.04 -0.07 0.03
S 0.25 -0.02 1.39
C 0.39 0.38 -0.20
N 0.07 0.07 -0.02
C -0.16 -0.20 0.09
C 0.32 0.16 -0.13
C -0.03 0.01 -0.09
C 0.09 0.05 0.16
H -0.15 0.01 0.03
H -0.05 -0.04 0.09
H -0.06 -0.03 0.08
H -0.03 0.00 0.08
H -0.06 0.04 0.02

=====

# 2
Density functional theory data (the ωB97M-V functional and the def2-TZVPD basis) for a 10-piece molecular cluster, C22H22Cl21N3 overall.

Its SMILES is ClC(Cl)Cl.ClC(Cl)Cl.ClC(Cl)Cl.ClC(Cl)Cl.ClC(Cl)Cl.ClC(Cl)Cl.ClC(Cl)Cl.c1ccncc1.c1ccncc1.c1ccncc1. The calculation puts the highest occupied orbital energy at -9.65 eV. The lowest unoccupied orbital energy comes out at 0.1 eV. Its energy above the lowest of the compared OMol25 structures with the same formula, charge and spin is 59.9 kcal per mole. Its HOMO-LUMO gap is 9.8 eV. For the total energy, the calculation gives -290608.80428 eV.

Last column: natural (NBO) charge in e.
Geometry (Å):
Cl1 1.28702 8.50648 1.16393  0.020
C1 1.75900 9.17666 2.72005  -0.298
Cl2 2.45679 10.70587 2.43107  0.044
Cl3 3.04636 8.17861 3.46471  -0.002
H1 0.90231 9.29736 3.38309  0.236
Cl4 -7.30637 7.90400 4.65549  0.009
C2 -5.87178 7.24218 5.51149  -0.265
Cl5 -4.85337 6.15150 4.49423  -0.010
Cl6 -6.32616 6.34058 6.96138  0.036
H2 -5.20283 8.08901 5.66474  0.230
Cl7 -9.60205 -6.17745 -5.81929  -0.005
C3 -8.98137 -6.61280 -4.18516  -0.278
Cl8 -7.19491 -6.61155 -4.25379  0.004
Cl9 -9.55019 -8.19100 -3.78576  0.045
H3 -9.33704 -5.89888 -3.44225  0.234
Cl10 -8.58770 1.27112 2.80373  0.019
C4 -7.68820 -0.14945 3.26921  -0.288
Cl11 -8.57518 -1.57864 2.65386  0.011
Cl12 -7.40541 -0.01555 5.00405  0.027
H4 -6.72527 -0.06089 2.76620  0.232
Cl13 1.52046 -8.02607 -4.04912  -0.006
C5 3.03049 -8.57665 -3.21593  -0.285
Cl14 4.31782 -7.42537 -3.43089  0.028
Cl15 3.60100 -10.06405 -3.92633  0.029
H5 2.86173 -8.70598 -2.14687  0.234
Cl16 -5.46534 1.41577 -6.79141  -0.003
C6 -6.43882 -0.10654 -6.89767  -0.265
Cl17 -7.62228 -0.13149 -8.21115  0.030
Cl18 -7.17643 -0.31020 -5.28493  0.009
H6 -5.76660 -0.94562 -7.07701  0.228
Cl19 0.61438 -4.72284 3.30968  -0.012
C7 -1.11377 -4.28115 3.54613  -0.258
Cl20 -1.52803 -4.65174 5.22978  0.027
Cl21 -2.09543 -5.16494 2.31044  0.008
H7 -1.13915 -3.20367 3.38334  0.234
C8 2.45698 0.29913 8.79044  -0.180
C9 1.21850 0.14322 9.33218  -0.259
C10 0.08031 0.71997 8.69944  0.034
N1 0.22111 1.35312 7.49681  -0.419
C11 1.41905 1.36330 6.89997  0.027
C12 2.58208 0.83185 7.50131  -0.248
H8 3.32701 -0.08158 9.30475  0.215
H9 1.21040 -0.32515 10.30530  0.217
H10 -0.92595 0.57371 9.06337  0.202
H11 1.48156 1.86347 5.94482  0.194
H12 3.55788 0.85677 7.03913  0.219
C13 0.99105 0.14933 -2.59707  -0.160
C14 0.82947 1.10737 -1.58927  -0.263
C15 -0.39447 1.22274 -0.94432  0.027
N2 -1.39793 0.34505 -1.11443  -0.410
C16 -1.23038 -0.60047 -2.12447  0.020
C17 -0.07312 -0.72293 -2.85345  -0.269
H13 1.94551 0.03239 -3.08874  0.216
H14 1.63574 1.81178 -1.44734  0.218
H15 -0.64725 2.01983 -0.26084  0.198
H16 -2.03235 -1.32102 -2.18813  0.199
H17 0.15126 -1.57734 -3.47477  0.221
C18 9.46373 1.69122 -6.60736  -0.169
C19 10.31370 1.16526 -7.59396  -0.257
C20 11.00124 -0.04367 -7.30397  0.024
N3 10.72300 -0.75018 -6.12381  -0.411
C21 9.85105 -0.22063 -5.25187  0.028
C22 9.23251 0.98657 -5.43835  -0.263
H18 8.99195 2.63314 -6.84531  0.214
H19 10.36337 1.65948 -8.55296  0.218
H20 11.58596 -0.52114 -8.07632  0.201
H21 9.65841 -0.80699 -4.36560  0.195
H22 8.56500 1.47583 -4.74448  0.220

Force components x, y, z for each atom (eV/Å):
Cl -0.43 -0.43 0.04
C 0.48 -0.72 0.01
Cl 0.37 1.81 -0.07
Cl -0.62 -0.25 0.15
H 0.20 -0.41 -0.13
Cl 0.64 -0.51 0.31
C 0.31 -0.27 -0.75
Cl -0.60 0.36 0.01
Cl 0.06 0.61 -0.21
H -0.41 -0.20 0.64
Cl 0.08 0.18 0.63
C 0.44 0.32 -0.97
Cl -0.40 0.22 0.24
Cl -0.32 -0.68 0.42
H 0.20 -0.04 -0.31
Cl -0.42 0.67 -0.41
C 0.04 0.37 -0.44
Cl 0.60 0.22 0.69
Cl -0.01 -0.78 0.01
H -0.19 -0.47 0.15
Cl 0.63 -0.24 0.63
C -0.35 0.16 -0.45
Cl 0.24 0.87 0.16
Cl -0.25 -0.78 0.00
H -0.27 0.00 -0.34
Cl -0.45 -0.73 -0.56
C 0.34 0.34 0.57
Cl 0.24 0.27 0.38
Cl -0.09 -0.23 -0.54
H -0.05 0.34 0.15
Cl -0.37 0.11 -0.07
C 0.84 -0.55 -0.29
Cl -0.34 0.11 -0.60
Cl 0.34 0.68 0.97
H -0.47 -0.34 -0.02
C 0.73 -0.04 -1.66
C -1.62 0.87 0.54
C 2.14 -0.37 -1.43
N -0.31 -0.80 0.97
C 0.72 -0.33 1.22
C -0.89 0.33 0.45
H 0.08 -0.01 0.05
H -0.65 -0.08 0.09
H -0.01 0.29 0.17
H -0.09 -0.02 -0.16
H -0.08 0.17 -0.25
C -0.71 0.13 1.19
C 0.25 0.09 -1.37
C -0.86 -1.01 -0.15
N 0.57 -0.69 -2.12
C -0.09 1.18 2.37
C 1.15 0.01 0.18
H -0.01 0.03 -0.13
H -0.05 0.12 0.37
H 0.41 0.09 0.26
H -0.10 0.02 -0.20
H -0.55 0.02 -0.40
C 0.71 -0.49 -1.04
C 0.26 -1.15 1.12
C -2.59 0.19 1.86
N 0.56 1.25 -1.94
C 1.00 -0.67 -0.57
C -0.41 1.59 -0.57
H -0.25 0.06 0.33
H 0.39 -0.02 -0.05
H 0.36 -0.16 0.33
H 0.02 -0.12 0.10
H -0.05 -0.48 0.43